Formula: C4H14NO2
Source: OMol25
Level of theory: wB97M-V/def2-TZVPD

Values from the calculation:
E_LUMO, eV: -2.87
Energy above the lowest of the compared OMol25 structures with the same formula, charge and spin, kcal/mol: 6.2
HOMO, eV: -15.38

```
! wB97M-V def2-TZVPD RIJCOSX def2/J DEFGRID3
* xyz 1 1
C -0.37 0.74 -1.56
H -1.59 -0.41 -0.31
H 0.82 2.56 -1.58
H 1.93 -2.51 0.24
C -0.26 0.81 0.85
H 0.89 2.64 0.61
H 1.77 1.08 -1.69
H -1.08 1.48 1.05
H -0.25 0.06 -2.39
C 0.96 1.60 0.33
H -1.21 1.42 -1.72
H 1.88 1.14 0.68
C 0.90 1.54 -1.23
O -2.13 -2.51 1.09
H 0.01 -0.87 -0.31
H 1.83 -1.60 1.48
O 1.65 -1.64 0.54
H 0.06 0.16 1.66
H -2.59 -2.42 1.93
N -0.63 -0.05 -0.31
H -2.59 -3.22 0.63
*
```

Löwdin atomic charge list, values in e, 5 entries: C -0.101; H 0.160; H 0.114; H 0.071; C -0.099